DFT (ωB97M-V with the def2-TZVPD basis set) results for C9H15N3O4PdS as an isolated structure.

The geometry in XYZ format:
```
33
Properties=species:S:1:pos:R:3:forces:R:3:lowdin_charge:R:1
Pd 0.0966 -0.3768 -0.3237 -0.579 1.308 1.235 0.5403
O 1.6524 -3.4241 -2.3814 -0.077 0.095 0.023 -0.4522
S 1.1163 -2.2625 -1.6469 0.811 -1.133 -0.702 0.1706
O 0.1800 -2.7428 -0.5643 0.063 0.332 0.053 -0.4792
O 0.3536 -1.3641 -2.5759 0.016 0.074 0.151 -0.4762
O 2.2242 -1.4802 -1.0151 0.022 -0.257 -0.206 -0.4709
C 0.5106 0.0884 3.9658 0.048 -0.040 0.040 -0.1002
C 0.3667 -0.6729 2.6437 0.110 0.227 0.110 -0.6112
C 1.5531 -1.6236 2.4580 -0.036 0.081 -0.023 -0.0702
C -0.9346 -1.4813 2.6423 0.094 0.077 0.025 -0.0806
C 0.3438 0.3493 1.5038 -0.275 -0.493 -0.155 -0.4978
N 0.3942 1.5377 1.3294 -0.003 -0.271 -0.156 0.0477
H 0.5511 -0.6137 4.8089 -0.017 0.019 -0.026 0.0643
H -0.3294 0.7713 4.1117 0.016 0.003 -0.008 0.0667
H 1.4284 0.6815 3.9588 -0.042 -0.005 0.012 0.0691
H 1.5910 -2.3298 3.2973 0.006 0.014 0.009 0.0697
H 2.4902 -1.0625 2.4236 -0.005 -0.021 0.002 0.0830
H 1.4585 -2.1747 1.5237 -0.005 -0.018 -0.117 0.0563
H -0.8913 -2.2598 3.4146 -0.006 0.058 0.022 0.0706
H -1.0629 -1.9562 1.6729 -0.020 -0.081 -0.135 0.0574
H -1.7933 -0.8326 2.8386 0.004 -0.017 -0.016 0.0737
C 0.9099 1.8809 -2.4353 -0.166 -0.047 0.143 -0.0342
C -0.5736 1.8583 -2.5648 -0.166 -0.024 -0.061 -0.3919
N -1.4565 1.3120 -1.7573 0.064 0.293 -0.487 0.0833
C -2.6769 1.5016 -2.3595 -0.116 -0.021 0.256 -0.1689
C -2.5532 2.1923 -3.5264 0.051 -0.127 0.009 -0.1470
N -1.1978 2.4151 -3.6454 -0.007 0.054 -0.057 0.0590
H 1.2855 0.8595 -2.4875 0.028 -0.205 -0.031 0.0522
H 1.1901 2.2736 -1.4590 0.020 0.037 0.045 0.0625
H 1.3538 2.4766 -3.2384 0.005 0.062 0.031 0.0618
H -3.5824 1.1204 -1.9111 0.047 0.032 0.003 0.0845
H -3.2649 2.5140 -4.2691 0.035 -0.022 0.033 0.0776
H -0.7331 2.8252 -4.4322 0.080 0.017 -0.022 0.1301
```
Forces are in eV/Å.

Summary:
highest occupied orbital energy = 0.42 eV
total charge = -2
electronic energy = -36551.212 eV
LUMO energy = 5.13 eV
Kohn-Sham gap = 4.703 eV